Molecular formula: C15H84F6N22O29P
Method: DFT, ωB97M-V/def2-TZVPD

Atoms and positions in Å:
1 P -1.5843 -0.7842 -0.3865
2 F -2.4746 -2.0899 -0.6699
3 F -1.2111 -1.3181 1.0075
4 F -0.2507 -1.4196 -0.9936
5 F -0.7364 0.5852 0.0565
6 F -1.9351 -0.1517 -1.8682
7 F -3.0003 -0.1203 0.1446
8 C 2.4599 1.0898 3.9125
9 C 3.3568 2.2680 3.9710
10 O 3.5650 2.7584 2.6661
11 O 1.2444 1.4903 3.2424
12 H 2.1741 0.7556 4.8894
13 H 2.8679 0.1989 3.4534
14 H 4.2737 2.0472 4.5386
15 H 2.8987 3.0754 4.4881
16 H 4.2525 2.2291 2.2328
17 H 1.5866 1.8120 2.3943
18 C -1.7491 3.6609 -5.3048
19 C -0.2594 3.4173 -5.3608
20 O 0.3971 3.7333 -4.1731
21 O -2.4649 2.5107 -4.8300
22 H -2.1726 3.9549 -6.3248
23 H -1.9251 4.4912 -4.6112
24 H 0.2550 4.0780 -6.1309
25 H -0.0354 2.4402 -5.7480
26 H 0.1227 3.2541 -3.4206
27 H -3.0147 2.7949 -4.0660
28 O 5.4867 -1.6027 -2.3466
29 H 4.8928 -2.1967 -1.8617
30 H 5.4737 -0.7864 -1.8037
31 O 3.0468 -2.9678 -1.4868
32 H 3.0855 -3.8108 -1.0900
33 H 2.5756 -2.9322 -2.3561
34 O 1.5078 0.3546 -2.1974
35 H 2.3576 0.6625 -1.8150
36 H 1.1105 -0.3224 -1.5923
37 O 2.9586 -5.7902 -0.7311
38 H 3.2976 -6.7059 -0.6386
39 H 1.9981 -5.9655 -0.5899
40 O 7.3632 1.9779 3.4007
41 H 7.0695 2.5288 2.6455
42 H 7.8150 2.6613 3.9226
43 O 4.8156 -2.3407 -5.0757
44 H 5.6172 -2.2143 -4.5119
45 H 4.6549 -1.4462 -5.3907
46 O -1.8991 0.0045 -4.6148
47 H -1.2859 0.2742 -3.9398
48 H -2.1658 0.9066 -4.9184
49 O -4.3240 -4.6415 1.4973
50 H -5.0669 -5.2330 1.3620
51 H -4.7128 -3.7966 1.6954
52 O -3.5287 -0.0547 3.6204
53 H -3.3164 -0.5212 2.7947
54 H -4.4911 -0.1418 3.6799
55 O 2.1928 -2.7025 -4.1577
56 H 2.1783 -1.7615 -3.9235
57 H 3.0848 -2.8143 -4.5138
58 O -0.1304 2.4752 -1.8294
59 H -0.9472 2.2048 -1.3564
60 H 0.5598 1.7499 -1.7158
61 O -5.1930 -2.5588 2.7337
62 H -5.8299 -1.8898 3.0187
63 H -4.5626 -2.6840 3.4587
64 O -5.6472 1.3968 -3.0754
65 H -6.4072 0.8381 -3.2758
66 H -5.4231 2.0985 -3.6975
67 O 2.6194 -3.7715 3.7181
68 H 2.2084 -4.3442 3.0008
69 H 2.2507 -2.9222 3.6486
70 C 5.0281 -1.0761 4.1308
71 O 5.2408 -1.3181 2.8973
72 N 4.2504 -1.8377 4.8623
73 N 5.6264 -0.0185 4.7054
74 H 3.7780 -2.5375 4.3107
75 H 4.0226 -1.7364 5.8076
76 H 5.4026 0.3435 5.6109
77 H 6.3228 0.4990 4.1917
78 C -4.1286 3.3833 -1.6547
79 O -4.1856 3.5362 -2.8712
80 N -3.5333 2.2532 -1.1319
81 N -4.4743 4.3029 -0.7805
82 H -3.4409 1.4775 -1.7655
83 H -3.8315 1.9647 -0.2232
84 H -3.9622 4.2705 0.0861
85 H -4.5984 5.1922 -1.2301
86 C -0.2921 -1.9396 4.7744
87 O -0.5301 -1.3263 5.7881
88 N -0.3897 -3.3063 4.7358
89 N 0.1833 -1.1852 3.6799
90 H -0.8981 -3.7012 5.5118
91 H -0.1110 -3.9019 4.0109
92 H 0.0395 -0.1977 3.7162
93 H 0.2839 -1.6203 2.7844
94 C -6.9872 -0.7330 1.3212
95 O -7.0711 -0.7587 2.6045
96 N -7.9284 -1.4091 0.5575
97 N -6.0031 -0.0368 0.7375
98 H -8.6145 -1.9139 1.1174
99 H -7.6551 -1.6108 -0.3517
100 H -5.8396 -0.2784 -0.2118
101 H -5.2003 0.2894 1.3217
102 C -1.2260 -3.7166 -4.0439
103 O -2.3490 -3.8069 -3.5932
104 N -0.7864 -2.6776 -4.7471
105 N -0.3348 -4.7220 -3.7868
106 H -1.4773 -1.9555 -4.8409
107 H 0.2220 -2.5554 -4.8756
108 H 0.5255 -4.7954 -4.2686
109 H -0.8505 -5.5446 -3.5673
110 C -0.3021 -4.4567 1.0444
111 O 0.6056 -4.3379 1.8889
112 N -0.1125 -4.0724 -0.1900
113 N -1.4511 -5.2191 1.2910
114 H 0.6843 -3.4566 -0.3552
115 H -0.8194 -3.8664 -0.8344
116 H -1.6922 -5.2633 2.2916
117 H -2.2201 -4.9609 0.7333
118 C -5.2442 -2.0882 -2.4632
119 O -6.1582 -1.5177 -1.8597
120 N -4.4118 -1.3798 -3.2455
121 N -5.0116 -3.4021 -2.2190
122 H -3.4768 -1.8487 -3.3177
123 H -4.6409 -0.3952 -3.4308
124 H -4.1575 -3.8146 -2.5689
125 H -5.5850 -3.7569 -1.4985
126 C 1.7197 5.2576 -0.1432
127 O 2.6340 5.9842 0.2097
128 N 1.6809 3.9581 0.1813
129 N 0.7241 5.6619 -1.0162
130 H 2.3318 3.5910 0.8204
131 H 0.9606 3.3655 -0.2185
132 H -0.0613 5.0676 -1.1616
133 H 0.6265 6.6164 -1.2851
134 C -2.4965 3.5499 2.4836
135 O -3.2134 4.3935 2.0150
136 N -2.7173 3.0489 3.7060
137 N -1.4842 2.9476 1.7745
138 H -2.3374 2.1706 4.0254
139 H -3.6146 3.2443 4.1427
140 H -1.0315 2.1385 2.1706
141 H -1.4694 2.9344 0.7262
142 C 5.4366 4.2885 0.6227
143 O 6.3028 3.5889 1.0726
144 N 5.1448 5.4224 1.2463
145 N 4.8758 4.1113 -0.5752
146 H 4.2344 5.8714 0.9636
147 H 5.5442 5.5123 2.1578
148 H 3.8943 4.4349 -0.6634
149 H 4.8946 3.1276 -0.8502
150 C 4.2005 0.3709 0.1721
151 O 3.8992 1.1478 -0.7435
152 N 3.5790 -0.7933 0.4378
153 N 5.2730 0.6760 1.0104
154 H 3.8524 -1.3277 1.2713
155 H 3.0446 -1.2506 -0.2971
156 H 5.5832 -0.0660 1.6447
157 H 5.8251 1.5217 0.7127

Output
E_HOMO: -7.39 eV
Charge: -1
Kohn-Sham gap: 0.3352 hartree

Here are the Löwdin charges for atoms 1 to 5, given in e:
1 P 0.193
2 F -0.128
3 F -0.097
4 F -0.139
5 F -0.177

***

Molecular formula: C25H41N2O13
Method: DFT, ωB97M-V/def2-TZVPD

Atoms and positions in Å:
1 C -1.8254 -0.3530 -3.4550
2 C -0.7754 0.2736 -2.5032
3 C 0.3748 0.8853 -3.3487
4 C -0.2919 -0.6547 -1.3433
5 C -1.3627 -1.6640 -0.8475
6 C 0.9930 -1.4420 -1.7043
7 O 1.4783 -2.2949 -0.6043
8 C 1.9244 -1.5786 0.4210
9 N 1.1541 -1.3655 1.4728
10 C 1.8015 -0.5615 2.4146
11 C 3.0057 -0.3324 1.8286
12 N 3.0922 -0.9490 0.5967
13 H -2.6869 -0.8108 -2.9556
14 H -2.2334 0.4779 -4.0595
15 H -1.3192 -1.0233 -4.1689
16 H -1.2720 1.1352 -2.0172
17 H 0.9289 1.6439 -2.7737
18 H 1.0501 0.1369 -3.7875
19 H -0.0836 1.4171 -4.2009
20 H -0.0806 0.0093 -0.4818
21 H -0.9514 -2.3930 -0.1308
22 H -2.1031 -1.0907 -0.2654
23 H -1.8259 -2.2522 -1.6493
24 H 1.8295 -0.7635 -1.9459
25 H 0.8299 -2.1177 -2.5552
26 H 0.1981 -1.6852 1.6381
27 H 1.4465 -0.1834 3.3626
28 H 3.7569 0.2947 2.2999
29 H 3.8513 -0.9421 -0.0891
30 C -3.1617 0.3435 6.3887
31 C -2.0590 0.0009 5.4139
32 C -1.6518 1.1213 4.5006
33 O -1.1031 0.4012 3.3811
34 C -1.7453 -0.7932 3.3448
35 O -1.6688 -1.5700 2.4349
36 O -2.4817 -0.9902 4.4534
37 H -2.7492 0.8033 7.2864
38 H -3.8781 1.0415 5.9527
39 H -3.7152 -0.5504 6.6745
40 H -1.2012 -0.4113 5.9547
41 H -0.9090 1.7827 4.9423
42 H -2.4938 1.7168 4.1406
43 C -0.1041 4.1352 0.6169
44 C -1.2437 4.8813 1.2749
45 C -0.8297 5.8308 2.3659
46 O -2.0213 5.9071 3.1528
47 C -2.6749 4.7283 2.9960
48 O -3.6081 4.3820 3.6434
49 O -2.1117 3.9881 1.9953
50 H 0.3297 4.7299 -0.1870
51 H 0.6898 3.9066 1.3314
52 H -0.4507 3.1866 0.2050
53 H -1.8487 5.3826 0.5141
54 H -0.5447 6.8128 1.9944
55 H -0.0288 5.4385 2.9986
56 C 9.3989 -1.0231 1.2953
57 C 8.3269 -0.3465 0.4724
58 C 7.2793 0.3796 1.2697
59 O 6.1662 0.3720 0.3570
60 C 6.3112 -0.7322 -0.4175
61 O 5.4695 -1.1445 -1.1655
62 O 7.5133 -1.3043 -0.2372
63 H 10.1973 -0.3211 1.5341
64 H 8.9991 -1.4092 2.2347
65 H 9.8242 -1.8680 0.7549
66 H 8.7876 0.3062 -0.2739
67 H 7.5650 1.3962 1.5302
68 H 6.9796 -0.1539 2.1750
69 C -3.9790 -3.7257 -4.3646
70 C -4.9803 -3.1354 -5.3324
71 C -6.1414 -2.4239 -4.6887
72 O -7.1416 -2.5152 -5.7062
73 C -6.8760 -3.6464 -6.4184
74 O -7.6037 -4.1218 -7.2229
75 O -5.6584 -4.1567 -6.0754
76 H -3.2426 -2.9762 -4.0718
77 H -4.4650 -4.0910 -3.4576
78 H -3.4593 -4.5725 -4.8125
79 H -4.4663 -2.4918 -6.0536
80 H -5.9267 -1.3844 -4.4463
81 H -6.5165 -2.9323 -3.7965

Output
ΔE to the lowest compared entry with this formula, charge and spin: 0.0 kcal per mole
E_HOMO: -12.15 eV
Charge: +1
Kohn-Sham gap: 0.3661 hartree

Here are the Löwdin charges for atoms 1 to 5, given in e:
1 C -0.083
2 C -0.372
3 C -0.076
4 C -0.299
5 C -0.051

***

Molecular formula: C14H17BrCoN7O2
Method: DFT, ωB97M-V/def2-TZVPD

Atoms and positions in Å:
1 Co -0.0816 -0.1251 -0.2012
2 N -0.8533 -1.0227 -5.2177
3 N -0.5725 -1.3691 -3.9393
4 N -0.1296 -2.5652 -3.6253
5 C 0.0854 -2.4403 -2.3284
6 N -0.2290 -1.2098 -1.9062
7 N -0.6508 -0.5276 -2.9582
8 H -1.0563 -1.8259 -5.7905
9 H -1.5094 -0.2595 -5.2772
10 H 0.4582 -3.2348 -1.7062
11 C 3.6011 -2.9782 1.1298
12 C 2.3079 -3.2117 1.5730
13 C 1.3100 -2.3331 1.2001
14 N 1.5372 -1.2633 0.4309
15 C 2.7849 -1.0370 0.0151
16 C 3.8421 -1.8652 0.3401
17 H 4.4068 -3.6454 1.4040
18 H 2.0753 -4.0618 2.1986
19 H 0.2905 -2.4768 1.5412
20 H 2.9427 -0.1496 -0.5863
21 H 4.8357 -1.6395 -0.0193
22 N -0.5028 2.6969 3.4702
23 C 0.6763 1.9534 3.9185
24 C 1.1377 0.9898 2.8188
25 O 2.1633 0.3770 2.8350
26 O 0.2241 0.8922 1.8262
27 H -1.2186 2.7549 4.1805
28 H -0.4814 1.5621 2.0841
29 H -0.2701 3.6396 3.1854
30 H 0.4338 1.3312 4.7804
31 H 1.5190 2.5795 4.2076
32 Br -5.0740 4.0106 -1.5306
33 C -3.6130 2.8910 -1.0570
34 C -3.8551 1.7007 -0.3928
35 C -2.7803 0.8902 -0.0505
36 C -1.4668 1.2456 -0.3691
37 C -1.2604 2.4605 -1.0229
38 C -2.3228 3.2841 -1.3716
39 H -4.8680 1.4115 -0.1465
40 H -2.9886 -0.0351 0.4797
41 H -0.2553 2.7894 -1.2690
42 H -2.1500 4.2215 -1.8831

Output
ΔE to the lowest compared entry with this formula, charge and spin: 26.7 kcal per mole
E_HOMO (alpha / beta): -10.88 / -10.87 eV
Charge: +1
2S+1: 2
Kohn-Sham gap (alpha / beta): 0.2864 / 0.2942 hartree

Here are the Löwdin charges for atoms 1 to 5, given in e:
1 Co 0.642
2 N 0.157
3 N -0.266
4 N 0.152
5 C -0.156

***

Molecular formula: C3H7I2N2
Method: DFT, ωB97M-V/def2-TZVPD

Atoms and positions in Å:
1 C -0.2197 -1.3514 -0.9040
2 C -0.9689 1.3630 1.3886
3 C 0.8463 0.9224 -0.2488
4 N 0.5078 -2.2096 -1.5443
5 N 0.4195 1.0179 1.0250
6 I -2.3016 -1.5574 -0.6571
7 I 2.7703 0.5787 -0.9336
8 H -1.2019 0.6631 2.2213
9 H -1.1875 2.3188 1.8475
10 H -1.7613 1.2611 0.5636
11 H 0.2748 1.3175 -1.0725
12 H 0.1056 -3.0708 -1.9761
13 H 1.1915 0.9229 1.6009
14 H 1.5252 -2.1762 -1.3105

Output
ΔE to the lowest compared entry with this formula, charge and spin: 39.1 kcal per mole
E_HOMO (alpha / beta): -12.21 / -12.21 eV
Charge: +1
Kohn-Sham gap (alpha / beta): 0.2880 / 0.2880 hartree

Here are the Löwdin charges for atoms 1 to 5, given in e:
1 C -0.700
2 C -0.058
3 C -0.630
4 N -0.022
5 N -0.061

***

Molecular formula: C20H38Br21ClNbO2
Method: DFT, ωB97M-V/def2-TZVPD

Atoms and positions in Å:
1 C 2.2701 -1.3866 1.9701
2 C 3.1427 -0.2530 1.4210
3 C 2.3488 0.7283 0.5883
4 O 2.0325 0.2054 -0.6863
5 Nb 0.2956 0.9441 -1.5111
6 Cl 0.8020 3.3049 -0.9416
7 C -0.3410 -1.1578 -2.1055
8 C -1.2758 -1.7291 -1.0006
9 C -2.1361 -2.8908 -1.5639
10 C -3.6215 -2.5825 -1.5695
11 C -4.2205 -2.4181 -0.1648
12 C -5.5382 -1.6443 -0.2690
13 C -6.2137 -1.4545 1.0800
14 C -7.2637 -0.3326 1.1510
15 C -6.8928 0.9279 0.4137
16 O -5.7352 1.4757 1.0083
17 C -5.1904 2.5188 0.2241
18 H 1.2638 -1.0187 2.1670
19 H 2.6824 -1.8042 2.8872
20 H 2.1888 -2.2062 1.2575
21 H 3.5691 0.2872 2.2705
22 H 3.9867 -0.6507 0.8586
23 H 2.9596 1.6211 0.4227
24 H 1.4721 1.0628 1.1472
25 H -0.5663 0.7448 0.1079
26 H -1.3035 1.4734 -2.1955
27 H 1.0550 1.1119 -3.1771
28 H -0.8857 -1.1266 -3.0490
29 H 0.5433 -1.7871 -2.2003
30 H -1.8940 -0.9262 -0.6194
31 H -0.6124 -2.1182 -0.2329
32 H -1.8248 -3.0518 -2.5955
33 H -1.9456 -3.8284 -1.0366
34 H -4.1712 -3.3985 -2.0479
35 H -3.8588 -1.6836 -2.1385
36 H -3.5202 -1.8564 0.4504
37 H -4.4175 -3.3855 0.3011
38 H -5.2997 -0.7125 -0.7764
39 H -6.1875 -2.2167 -0.9363
40 H -6.7427 -2.3861 1.2950
41 H -5.5006 -1.3415 1.8917
42 H -8.2610 -0.6525 0.8482
43 H -7.3596 -0.0530 2.2029
44 H -7.7240 1.6496 0.4226
45 H -6.6910 0.7315 -0.6452
46 H -4.8307 2.1566 -0.7412
47 H -4.3495 2.9318 0.7720
48 H -5.9266 3.3201 0.0921
49 C -10.8405 3.7224 1.4741
50 Br -11.2138 4.8345 -0.0557
51 Br -8.9948 3.1668 1.5148
52 Br -11.3773 4.5756 3.1204
53 H -11.4383 2.8289 1.3710
54 C 1.9024 5.1526 2.4613
55 Br 3.4874 6.2430 2.6534
56 Br 2.1221 3.4218 3.2730
57 Br 0.3391 6.0586 3.1326
58 H 1.7481 4.9901 1.4013
59 C 3.9295 -1.0777 -4.2528
60 Br 4.8844 -2.7423 -4.0336
61 Br 4.8558 0.1267 -5.4414
62 Br 2.1118 -1.3617 -4.7952
63 H 3.8985 -0.6054 -3.2791
64 C 1.5140 -5.5161 1.9121
65 Br -0.0607 -4.4874 1.5043
66 Br 2.9096 -5.2175 0.6177
67 Br 2.1333 -5.1920 3.7103
68 H 1.2411 -6.5591 1.8525
69 C 6.8639 -6.0703 -3.3393
70 Br 8.2695 -5.2728 -4.3882
71 Br 7.2695 -7.8975 -2.8729
72 Br 6.4518 -5.0120 -1.7855
73 H 5.9771 -6.0893 -3.9570
74 C 6.7312 4.2404 0.8922
75 Br 6.9546 4.1628 2.8086
76 Br 8.2658 3.5257 -0.0314
77 Br 5.0963 3.3980 0.3336
78 H 6.6584 5.2844 0.6241
79 C 12.1635 4.4363 1.7137
80 Br 11.7792 2.6276 2.2544
81 Br 12.5409 4.5484 -0.1738
82 Br 10.7523 5.6407 2.2253
83 H 13.0559 4.7451 2.2372

Output
E_HOMO: -5.11 eV
Charge: -1
Kohn-Sham gap: 0.2320 hartree

Here are the Löwdin charges for atoms 1 to 5, given in e:
1 C -0.113
2 C -0.242
3 C -0.458
4 O -0.470
5 Nb 1.158

***

Molecular formula: C3H23O9
Method: DFT, ωB97M-V/def2-TZVPD

Atoms and positions in Å:
1 C 1.6761 1.1435 1.5933
2 O 1.1946 1.6584 0.3788
3 C 3.1944 0.8918 1.5070
4 C 3.5129 -0.4360 0.8346
5 H 1.1181 0.2044 1.8481
6 H 1.4599 1.9134 2.3302
7 H 3.6405 0.9604 2.5023
8 H 3.6111 1.7268 0.9525
9 H 4.5903 -0.6077 0.7355
10 H 3.0583 -0.4660 -0.1808
11 H 3.0573 -1.2822 1.3619
12 H -0.4354 0.8189 -1.9756
13 H -1.2918 2.0364 -1.4497
14 O -1.2151 1.4055 -2.2272
15 H -2.7279 -0.2828 -0.1267
16 H -3.7380 -0.1719 1.1069
17 O -2.7956 -0.0509 0.8734
18 H -0.4429 2.2525 0.3162
19 H -1.8472 1.7519 0.5344
20 O -1.3701 2.5206 0.2225
21 H 1.0706 0.8767 -0.3598
22 H 1.5724 -0.0007 -1.9378
23 O 0.8144 -0.0889 -1.3973
24 H 0.8381 -1.3979 -0.2532
25 H 0.1247 -2.0408 0.9656
26 O 0.7823 -2.2498 0.2505
27 H -0.5531 -0.8817 2.6936
28 H -1.6679 -1.0795 1.6506
29 O -0.9960 -1.5539 2.1878
30 H -2.3727 0.2612 -1.9469
31 H -2.1312 -1.2827 -1.7888
32 O -2.8386 -0.5949 -1.6334
33 H -0.1408 -1.3521 -1.9851
34 H -0.4165 -2.6523 -1.2850
35 O -0.7035 -2.1596 -2.0845

Output
ΔE to the lowest compared entry with this formula, charge and spin: 0.0 kcal per mole
E_HOMO: -6.50 eV
Charge: -1
Kohn-Sham gap: 0.3594 hartree

Here are the Löwdin charges for atoms 1 to 5, given in e:
1 C -0.289
2 O -0.170
3 C -0.241
4 C -0.116
5 H 0.105

***

Results for calculated total energy: -4950.0341 -2064.6981 -5033.9577 -823.0466 -55506.6340 -805.3796 (in Ha, following the order of the records).